1.
Density functional theory data (ωB97M-V with the def2-TZVPD basis set) for a single C23H28N6O2S molecule in a non-equilibrium geometry.

Values from the calculation:
HOMO-LUMO gap: 8.21 eV
F_max: 1.40 eV/Å
SMILES: CCC(C)(C)n1nnnc1CN(Cc1cccs1)Cc1cc2cc(OC)ccc2[nH]c1=O
Energy above the lowest of the compared OMol25 structures with the same formula, charge and spin: 1.791 eV
Electronic energy: -1770.431022 Eh

```
! wB97M-V def2-TZVPD RIJCOSX def2/J DEFGRID3
* xyz 0 1
C 6.27 0.60 1.57
H 7.35 0.52 1.49
C 5.66 0.54 0.17
H 5.99 -0.38 -0.31
H 6.03 1.38 -0.42
C 4.12 0.59 0.13
N 3.61 -0.64 0.72
C 2.36 -1.03 1.07
N 2.43 -2.27 1.49
N 3.70 -2.63 1.39
N 4.40 -1.69 0.94
C 1.08 -0.27 0.99
N 0.64 -0.20 -0.41
C 0.08 -1.47 -0.84
C -0.04 -1.53 -2.32
C 0.97 -1.54 -3.24
C 0.50 -1.60 -4.58
C -0.85 -1.64 -4.66
S -1.58 -1.60 -3.11
H -1.47 -1.69 -5.53
H 1.15 -1.61 -5.43
H 2.01 -1.51 -2.97
H 0.76 -2.26 -0.50
H -0.91 -1.66 -0.38
C -0.21 0.95 -0.69
C -1.44 1.04 0.17
C -2.60 0.43 -0.15
C -3.75 0.48 0.70
C -4.95 -0.17 0.39
C -6.03 -0.09 1.25
C -5.91 0.64 2.44
C -4.74 1.29 2.76
C -3.64 1.21 1.90
N -2.46 1.84 2.18
C -1.32 1.81 1.40
O -0.32 2.41 1.76
H -2.39 2.37 3.04
H -4.66 1.85 3.68
H -6.76 0.69 3.09
O -7.23 -0.68 1.05
C -7.42 -1.44 -0.12
H -8.45 -1.81 -0.07
H -6.73 -2.29 -0.16
H -7.31 -0.83 -1.02
H -5.00 -0.73 -0.53
H -2.70 -0.11 -1.09
H 0.39 1.85 -0.52
H -0.48 0.90 -1.75
H 1.20 0.74 1.38
H 0.35 -0.80 1.62
C 3.61 1.81 0.90
H 3.62 1.64 1.97
H 4.24 2.67 0.68
H 2.59 2.07 0.60
C 3.65 0.64 -1.33
H 4.12 -0.16 -1.89
H 3.93 1.59 -1.77
H 2.57 0.52 -1.37
H 6.03 1.53 2.07
H 5.91 -0.24 2.17
*
```

---

2.
Density functional theory data (ωB97M-V with the def2-TZVPD basis set) for 8 unconnected molecules or ions with the total composition C32H73N6O12 in a non-equilibrium geometry.

Values from the calculation:
HOMO-LUMO gap: 5.14 eV
F_max: 3.10 eV/Å
Electronic energy: -2494.379171 Eh

```
! wB97M-V def2-TZVPD RIJCOSX def2/J DEFGRID3
* xyz -1 1
C -1.30 0.51 -0.90
C -0.52 0.42 0.41
O -1.18 0.43 1.46
O 0.75 0.37 0.34
H -2.20 -0.12 -0.93
H -0.68 0.09 -1.70
H -1.53 1.51 -1.25
C 0.60 3.25 -2.49
C 0.00 3.83 -1.19
C 0.61 5.19 -0.92
O 2.02 5.12 -0.80
C 2.47 4.53 0.41
N -1.43 4.09 -1.38
H 0.01 3.50 -3.38
H 0.61 2.16 -2.43
H 1.59 3.59 -2.79
H 0.24 3.08 -0.44
H 0.23 5.64 0.01
H 0.45 5.88 -1.75
H 2.00 3.58 0.66
H 2.13 5.19 1.23
H 3.56 4.57 0.40
H -1.59 4.72 -2.15
H -2.02 3.28 -1.51
C -4.36 -2.11 4.98
C -2.84 -2.08 4.81
C -2.28 -3.48 4.73
O -0.89 -3.44 4.63
C -0.35 -4.69 4.48
N -2.46 -1.40 3.56
H -4.85 -2.70 4.21
H -4.77 -1.10 4.97
H -4.59 -2.51 5.98
H -2.41 -1.54 5.66
H -2.82 -3.97 3.89
H -2.57 -4.13 5.57
H -0.63 -5.34 5.33
H 0.74 -4.64 4.46
H -0.63 -5.21 3.55
H -2.74 -2.03 2.80
H -3.02 -0.56 3.39
C 5.63 -3.02 4.34
C 4.36 -2.42 3.72
C 4.49 -2.44 2.22
O 3.34 -1.97 1.57
C 3.41 -2.16 0.19
N 3.17 -3.23 4.10
H 6.44 -2.28 4.31
H 5.92 -3.96 3.87
H 5.43 -3.19 5.40
H 4.17 -1.43 4.13
H 4.73 -3.46 1.88
H 5.32 -1.75 1.97
H 3.62 -3.20 -0.10
H 4.09 -1.48 -0.33
H 2.44 -1.88 -0.23
H 3.21 -3.43 5.10
H 3.27 -4.16 3.68
C 0.76 -0.11 -7.04
C -0.32 0.23 -6.02
C -0.22 -0.62 -4.74
O 1.14 -0.73 -4.37
C 1.42 -1.74 -3.43
N -0.04 1.68 -5.65
H 0.61 -1.15 -7.36
H 1.74 -0.06 -6.56
H 0.76 0.57 -7.88
H -1.35 0.26 -6.36
H -0.62 -1.61 -5.01
H -0.80 -0.16 -3.94
H 2.47 -2.01 -3.57
H 0.89 -2.67 -3.65
H 1.29 -1.41 -2.40
H -0.21 1.80 -4.65
H 0.96 1.84 -5.74
C -2.78 5.42 2.29
C -2.68 3.96 2.71
C -3.87 3.55 3.55
O -3.70 2.34 4.23
C -4.76 2.08 5.11
N -2.46 3.09 1.54
H -3.72 5.72 1.82
H -1.95 5.63 1.61
H -2.69 6.05 3.18
H -1.84 3.90 3.43
H -4.79 3.65 2.95
H -3.97 4.38 4.28
H -4.66 1.06 5.48
H -5.75 2.16 4.63
H -4.74 2.76 5.97
H -1.86 3.61 0.89
H -1.81 2.36 1.85
C 4.78 2.55 -2.33
C 4.01 1.26 -2.33
C 4.83 0.06 -2.84
O 5.42 0.32 -4.10
C 4.52 0.13 -5.17
N 3.46 0.90 -1.01
H 4.97 2.95 -3.33
H 5.61 2.50 -1.62
H 4.14 3.32 -1.87
H 3.13 1.25 -3.00
H 4.24 -0.85 -2.90
H 5.63 -0.04 -2.10
H 4.39 -0.94 -5.40
H 4.91 0.60 -6.06
H 3.52 0.52 -4.92
H 3.04 1.67 -0.50
H 2.65 0.30 -1.16
C -4.99 -4.05 -0.14
C -5.67 -3.97 -1.28
C -5.02 -3.51 -2.55
O -5.67 -3.36 -3.56
C -3.61 -3.15 -2.47
C -2.92 -3.30 -1.33
C -3.59 -3.63 -0.03
O -3.01 -3.54 1.02
O -1.63 -2.97 -1.27
O -6.93 -4.37 -1.41
H -5.47 -4.35 0.79
H -3.07 -2.80 -3.34
H -1.28 -3.15 -0.38
H -7.20 -4.22 -2.33
*
```

---

3.
Density functional theory data (ωB97M-V with the def2-TZVPD basis set) for 2 unconnected molecules or ions with the total composition C9H16N3O in a non-equilibrium geometry.

Values from the calculation:
HOMO-LUMO gap: 9.76 eV
F_max: 1.26 eV/Å
Energy above the lowest of the compared OMol25 structures with the same formula, charge and spin: 2.091 eV
Electronic energy: -591.778750 Eh

```
! wB97M-V def2-TZVPD RIJCOSX def2/J DEFGRID3
* xyz 1 1
C 0.49 0.55 -1.86
C -0.10 -0.40 -2.64
C 0.19 -1.26 -0.64
C 0.22 -2.16 0.54
C 0.60 -1.36 1.79
C 1.69 -0.35 1.45
C -0.73 4.63 0.83
C -0.86 -2.75 -2.32
C -0.41 3.68 -0.02
N 0.66 -0.01 -0.63
N -0.28 -1.51 -1.88
N 1.15 0.59 0.49
O 0.87 3.37 -0.42
H 0.78 1.56 -2.06
H -0.39 -0.34 -3.67
H -0.76 -2.63 0.67
H 0.94 -2.97 0.37
H -0.27 -0.81 2.15
H 0.93 -2.03 2.57
H 1.97 0.22 2.34
H 2.58 -0.87 1.07
H -1.75 4.81 1.11
H 1.66 1.44 0.29
H 0.02 5.26 1.28
H -1.33 -2.60 -3.29
H -0.09 -3.52 -2.41
H -1.61 -3.09 -1.61
H -1.13 3.02 -0.49
H 1.46 4.04 -0.06
*
```

---

The lowest electronic energy belongs to which entry?
C32H73N6O12

---

Which formula does entry 3 have?
C9H16N3O